C33H27Co2O6Zr | the ωB97M-V functional and the def2-TZVPD basis

Last column: Mulliken charge in e.
CARTESIAN COORDINATES (ANGSTROEM)
Co: -4.272 4.325 3.617  0.015
C: 1.701 0.805 -3.142  -0.374
H: -3.479 -5.593 -0.443  0.381
C: -2.820 5.573 0.065  0.099
C: -4.356 5.823 4.665  0.195
C: -0.901 -2.767 -0.943  0.357
C: 3.886 -2.557 1.115  -0.557
C: -2.245 -2.563 -1.244  -0.683
C: 3.290 -0.225 -1.509  -1.811
H: 0.032 2.838 -0.349  0.414
H: -1.389 4.064 3.790  0.346
O: 0.973 4.690 1.151  -0.355
H: 3.929 0.209 -0.741  0.714
C: 4.126 -3.062 -2.308  -0.420
O: -4.386 6.760 5.310  -0.331
C: 0.660 1.663 -3.442  -0.723
O: -3.440 5.618 -0.887  -0.347
H: 0.934 -3.562 -3.375  0.450
C: -2.270 4.523 3.348  -0.418
O: -6.159 4.841 1.413  -0.311
Co: -1.833 5.484 1.605  0.110
C: -2.045 7.106 2.404  0.269
C: 1.532 1.404 -0.829  -0.190
C: -4.644 2.797 4.516  0.076
C: -5.446 4.643 2.277  0.142
H: 1.780 -5.406 -1.559  0.526
C: 2.834 -3.544 1.282  -0.409
Zr: 2.339 -2.258 -0.786  -0.095
H: -2.561 -1.610 -1.636  0.522
C: 0.060 2.393 -2.435  -0.700
H: 3.822 -0.288 1.317  0.708
C: -0.110 5.001 1.317  0.103
H: -4.206 -3.405 -1.286  0.404
O: -4.849 1.825 5.070  -0.338
C: 1.875 -1.419 1.533  -0.774
H: 0.030 -1.279 -2.137  0.666
O: -2.187 8.112 2.916  -0.359
H: -1.109 -5.984 0.083  0.413
H: 5.113 -2.597 -2.277  0.440
H: 3.906 -0.388 -2.391  0.602
H: 4.942 -2.769 0.925  0.429
C: -1.431 -5.022 -0.281  -1.287
H: -2.543 1.884 1.132  0.303
C: -2.760 -4.803 -0.577  -0.447
C: 0.491 2.260 -1.133  -0.540
C: 0.085 -1.676 -1.124  -1.487
H: 2.963 -4.630 1.284  0.491
C: 3.009 -2.668 -3.147  -0.444
H: 0.326 1.769 -4.461  0.408
H: 3.000 -1.865 -3.888  0.547
C: -3.165 -3.574 -1.056  -0.596
H: 0.523 -4.174 -0.216  0.530
H: -0.744 3.072 -2.670  0.485
C: 3.290 -1.242 1.281  -0.776
H: 1.156 -0.630 1.757  0.610
H: 4.318 -4.767 -0.813  0.632
C: -2.453 2.360 2.094  -0.995
H: 0.654 -3.298 1.859  0.613
C: -2.820 3.764 2.225  0.541
C: 3.707 -4.209 -1.523  -0.505
C: 1.595 -2.839 1.548  -0.435
H: 2.190 0.260 -3.933  0.256
C: 1.903 -3.562 -2.874  -0.711
C: 2.335 -4.517 -1.874  -0.491
H: -2.101 1.775 2.923  0.312
H: -0.113 -0.866 -0.422  0.756
H: 1.890 1.318 0.182  0.460
C: 2.153 0.665 -1.832  1.033
C: -0.513 -4.008 -0.459  0.554

Values from the calculation:
Relative energy (zero: lowest compared OMol25 entry of this formula, charge and spin): 1.403 eV
Total charge: -1
Gap between HOMO and LUMO: 5.5 eV

C26H61BN8O12P | the ωB97M-V functional and the def2-TZVPD basis

Last column: Mulliken charge in e.
CARTESIAN COORDINATES (ANGSTROEM)
H: -4.138 -2.564 -1.598  0.038
H: 3.905 1.698 -2.908  0.512
C: 2.947 1.555 -2.421  -0.358
H: 0.950 2.315 -0.956  0.380
H: 5.614 -1.127 -0.770  0.416
C: 1.900 -6.541 -2.711  -0.855
H: -1.712 2.123 7.486  0.210
H: 0.486 -5.823 -5.185  0.403
H: -4.252 -2.459 -3.359  0.357
C: 0.762 1.825 -1.920  -1.061
C: -5.472 1.975 1.689  -0.916
C: 1.101 0.352 -1.696  0.280
H: -0.416 5.086 8.171  0.226
H: -1.056 7.114 -5.111  0.302
H: 2.896 -1.007 -3.494  0.348
H: 1.907 5.999 8.345  0.289
O: 5.065 -0.424 -1.158  -0.531
C: -5.049 -5.079 -0.429  -0.652
N: 8.252 -4.373 -3.030  -0.136
H: -1.425 -0.205 -3.236  0.287
H: 1.061 -4.920 -1.641  0.172
H: 1.903 2.937 -3.518  0.355
H: 2.911 -6.138 -2.782  0.236
O: -1.556 -2.211 -1.157  -0.238
O: 6.873 -4.563 -1.267  -0.659
H: -3.508 -3.873 -2.603  0.188
N: 0.944 -5.473 -2.477  -0.095
N: -3.324 2.164 6.146  -0.062
H: -6.847 -5.076 -1.553  0.221
H: -2.488 0.556 7.199  0.277
C: 2.189 5.833 -6.335  -1.446
C: 6.057 -3.265 -3.090  -1.039
O: -2.025 0.860 1.758  -0.715
H: -0.195 0.350 -0.004  0.238
P: 3.601 -0.975 -1.443  1.009
H: -2.847 2.085 5.261  0.119
H: -0.232 2.100 -2.254  0.421
H: -2.871 -0.565 -0.032  -0.179
H: 0.198 5.512 -3.676  0.168
H: 1.446 5.954 -7.123  0.386
H: -6.064 1.768 2.580  0.269
C: -3.201 0.920 1.400  0.654
H: 1.711 3.680 10.852  0.383
C: 0.008 7.225 -4.908  -0.865
O: -1.221 3.577 9.839  -0.625
N: 0.577 5.949 -4.502  -0.134
C: -0.364 -5.894 -4.506  -1.543
H: -1.242 -5.478 -4.990  0.295
C: 1.045 2.992 10.331  -1.383
C: -4.304 -3.134 -2.511  -0.503
H: 1.077 -0.121 -2.692  0.291
H: 2.422 4.365 8.768  0.313
H: 0.136 7.963 -4.116  0.301
H: 1.875 -7.260 -1.892  0.310
H: -3.675 2.325 2.727  0.152
C: 1.561 5.260 -5.094  0.838
H: -0.546 -6.946 -4.284  0.419
H: -3.279 1.777 8.205  0.337
O: 3.607 -1.417 -2.986  -0.486
H: 1.638 2.382 9.648  0.359
C: 1.699 4.938 8.197  -0.836
H: -0.928 -2.922 -1.367  0.196
N: -4.068 1.768 1.981  -0.100
C: -5.666 -3.784 -2.508  0.443
C: -5.302 2.937 7.363  -1.363
N: -5.925 -4.672 -1.507  -0.135
H: 0.721 -1.162 -0.179  0.289
H: -5.638 3.015 1.407  0.286
H: 5.737 -3.719 -4.029  0.433
H: -5.817 1.339 0.880  0.398
H: 5.199 -3.191 -2.432  0.068
H: 6.451 -2.269 -3.297  0.468
H: 7.886 -3.326 -4.802  0.294
C: 0.190 -0.385 -0.727  -1.062
C: -2.668 1.625 7.324  -0.817
O: -0.844 -4.182 -2.913  -0.532
H: -4.866 -6.155 -0.464  0.283
O: 1.949 4.176 -4.637  -0.764
H: 8.863 -4.783 -4.996  0.281
C: 2.603 0.539 -1.362  -0.103
H: 2.743 0.980 -0.367  0.377
H: 8.891 -4.946 -2.500  0.238
C: 7.086 -4.122 -2.383  0.575
B: -1.109 -0.961 -1.432  0.800
H: 0.497 7.589 -5.804  0.341
C: 8.664 -3.930 -4.347  -0.775
C: -0.038 3.741 9.590  0.860
H: -6.236 3.442 7.136  0.293
C: -4.531 2.777 6.075  0.895
H: -4.052 0.653 -0.562  0.449
H: 9.574 -3.330 -4.284  0.277
H: -4.740 3.532 8.084  0.371
H: 0.567 2.344 11.059  0.313
H: 1.666 -7.060 -3.634  0.348
N: 0.353 4.615 8.624  -0.160
O: -6.509 -3.538 -3.354  -0.667
H: -4.095 -4.566 -0.507  0.160
C: -0.110 -5.114 -3.240  0.764
H: 2.641 6.803 -6.127  0.389
H: -5.523 1.967 7.809  0.374
O: -1.807 -0.163 -2.351  -0.770
O: 3.162 -2.026 -0.530  -0.663
N: 1.915 2.226 -2.758  0.316
H: -5.491 -4.842 0.541  0.279
C: -3.710 0.046 0.276  -0.873
H: 2.959 5.151 -6.678  0.303
O: -4.976 3.184 5.009  -0.637
H: 1.834 4.708 7.139  0.277
H: -4.522 -0.608 0.594  0.537

Values from the calculation:
Total charge: +1
Gap between HOMO and LUMO: 6.8 eV

C3H8O2S | the ωB97M-V functional and the def2-TZVPD basis

Last column: Mulliken charge in e.
CARTESIAN COORDINATES (ANGSTROEM)
C: 0.930 0.710 -2.781  0.190
H: -1.004 -0.666 2.976  0.297
H: 0.782 0.036 0.588  0.245
H: -0.578 -1.801 1.722  0.300
H: 0.445 1.112 1.951  0.317
H: 1.879 0.597 -3.326  0.335
C: -0.211 -0.930 2.274  -0.967
H: -1.593 -0.039 -0.308  0.037
C: 0.065 0.272 1.376  -0.400
S: -1.464 0.927 0.611  -0.156
H: 0.691 -1.192 2.816  0.314
O: 0.209 -0.417 -2.967  -0.427
O: 0.590 1.630 -2.108  -0.416
H: -0.740 -0.240 -2.825  0.330

Values from the calculation:
Relative energy (zero: lowest compared OMol25 entry of this formula, charge and spin): 0.489 eV
SMILES string: O=CO.CCS
Gap between HOMO and LUMO: 9.4 eV

C5H10O2 | the ωB97M-V functional and the def2-TZVPD basis

Last column: Mulliken charge in e.
CARTESIAN COORDINATES (ANGSTROEM)
O: -0.705 1.535 -0.712  -0.562
C: 0.987 0.042 -0.217  0.394
H: -0.125 1.793 1.892  0.423
H: 2.439 -1.052 -1.333  0.365
C: 1.356 -0.982 -1.224  -1.290
H: -1.355 -0.991 -1.206  0.391
C: -0.390 0.776 1.601  -1.571
O: 1.984 0.558 0.400  -0.367
H: -1.242 2.132 -0.166  0.398
C: -1.402 -0.720 -0.145  -1.753
H: 1.555 1.038 1.182  0.384
H: 0.970 -1.954 -0.892  0.326
H: -2.420 -0.388 0.068  0.383
C: -0.445 0.431 0.187  1.589
H: 0.876 -0.759 -2.181  0.339
H: -1.200 -1.610 0.461  0.352
H: -0.887 0.143 2.329  0.197

Values from the calculation:
Relative energy (zero: lowest compared OMol25 entry of this formula, charge and spin): 4.408 eV
Gap between HOMO and LUMO (spin up / spin down): 6.6 / 6.6 eV

C4H6N2 | the ωB97M-V functional and the def2-TZVPD basis

Last column: Mulliken charge in e.
CARTESIAN COORDINATES (ANGSTROEM)
C: 0.650 -1.006 0.077  -0.373
C: 1.598 -0.166 -0.335  -0.410
C: -0.513 -0.182 0.389  0.667
H: 2.573 -0.376 -0.751  0.404
H: -2.563 0.226 0.568  0.244
N: -0.058 1.136 0.474  -0.324
C: -1.798 -0.524 0.407  -1.004
N: 1.214 1.189 -0.185  -0.391
H: 0.683 -2.086 0.089  0.371
H: -0.682 1.846 0.102  0.304
H: 0.952 1.509 -1.148  0.258
H: -2.055 -1.566 0.314  0.255

Values from the calculation:
Relative energy (zero: lowest compared OMol25 entry of this formula, charge and spin): 2.433 eV
SMILES string: C=C1C=CNN1
Gap between HOMO and LUMO: 8.6 eV

C16H13BF6 | the ωB97M-V functional and the def2-TZVPD basis

Last column: Mulliken charge in e.
CARTESIAN COORDINATES (ANGSTROEM)
H: -1.201 2.596 -1.374  0.414
C: -2.268 -2.868 1.307  0.344
F: -3.263 -3.192 2.207  -0.326
F: -2.259 4.776 -0.376  -0.311
F: 5.631 0.614 -2.632  -0.289
H: 1.049 1.176 -0.747  0.271
C: -2.106 3.584 0.326  0.236
C: -1.500 -3.910 0.832  -0.735
H: -1.619 -4.909 1.230  0.455
H: 3.457 -0.694 -2.866  0.280
C: -0.514 -3.589 -0.117  -0.588
H: 1.342 0.059 0.682  0.326
H: -2.828 -0.841 1.290  0.887
H: 2.913 0.958 -2.677  0.365
H: 0.126 -4.377 -0.558  0.355
H: -1.495 0.382 2.332  0.800
H: 0.415 -2.028 -1.320  0.576
C: -1.083 -1.232 0.025  0.322
F: 5.269 -0.697 -0.750  -0.291
B: 4.932 0.437 -1.458  0.541
C: 2.312 -0.503 -1.129  0.315
C: -1.663 1.266 1.713  -0.776
C: 1.214 0.094 -0.400  -0.869
C: -2.561 3.536 1.636  -0.630
H: -3.018 4.411 2.099  0.461
C: 3.173 0.048 -2.132  -1.067
F: -2.750 2.266 3.620  -0.311
C: -1.503 2.486 -0.322  -0.520
C: -2.116 -1.556 0.907  -0.616
C: -0.598 0.108 -0.374  0.063
H: -0.754 0.241 -1.505  0.418
C: -2.301 2.360 2.312  0.182
F: 4.692 1.583 -0.731  -0.287
C: -0.345 -2.274 -0.545  -0.930
C: -1.294 1.270 0.368  0.496
H: 2.513 -1.582 -0.875  0.440

Values from the calculation:
Relative energy (zero: lowest compared OMol25 entry of this formula, charge and spin): 0.000 eV
Gap between HOMO and LUMO: 8.0 eV